(1)
The following is a quantum chemistry calculation of one molecule with the formula C4H7NO at a distorted geometry, from the Open Molecules 2025 dataset.

Summary:
* calculated total energy: -286.55145 hartree
* HOMO-LUMO gap: 7.92 eV
* SMILES: [O-]C1=CCC[NH2+]1
* total charge: 0
* HOMO energy: -7.32 eV
* relative energy (zero: lowest compared OMol25 entry of this formula, charge and spin): 210.5 kJ/mol

Last column: natural (NBO) charge in e.
Positions of all 13 atoms, in Å:
1 N -1.120 -0.437 -0.294  -0.65
2 C 1.000 0.048 0.797  -0.42
3 H -0.971 -0.282 1.875  0.20
4 H -1.350 -1.439 -0.426  0.42
5 C -0.514 0.180 1.000  -0.20
6 H 1.871 0.875 -1.137  0.23
7 H 1.359 -0.943 1.128  0.19
8 H 1.601 0.780 1.360  0.22
9 C 0.042 -0.105 -1.436  0.58
10 O -0.321 -0.294 -2.580  -0.66
11 H -1.958 0.041 -0.625  0.41
12 H -0.722 1.264 1.011  0.22
13 C 1.083 0.312 -0.674  -0.53

Cartesian forces (eV/Å) of the 3 atoms listed first:
N 0.02 0.41 0.32
C -0.19 -0.02 -0.10
H 0.16 -0.12 -0.02



(2)
The following is a quantum chemistry calculation of one molecule with the formula C4H7NO at a distorted geometry, from the Open Molecules 2025 dataset.

Summary:
* calculated total energy: -286.59312 hartree
* HOMO-LUMO gap: 11.59 eV
* SMILES: N#CCCCO
* total charge: 0
* HOMO energy: -10.84 eV
* relative energy (zero: lowest compared OMol25 entry of this formula, charge and spin): 101.1 kJ/mol

Last column: natural (NBO) charge in e.
Positions of all 13 atoms, in Å:
1 H 1.350 0.613 1.729  0.47
2 H 1.032 1.249 -0.308  0.17
3 O 1.656 -0.100 1.159  -0.72
4 C 0.097 -0.682 -0.597  -0.41
5 H -1.931 -1.131 0.095  0.25
6 H -0.112 -0.539 -1.663  0.22
7 H 2.140 -0.032 -0.820  0.18
8 H -0.887 -0.379 1.299  0.25
9 C -1.714 0.940 -0.104  0.28
10 C 1.279 0.185 -0.179  -0.07
11 H 0.364 -1.733 -0.445  0.22
12 N -2.120 1.983 -0.402  -0.33
13 C -1.154 -0.373 0.236  -0.52

Cartesian forces (eV/Å) of the 3 atoms listed first:
H 0.10 -0.08 -0.03
H 0.05 -0.16 0.04
O -0.02 0.15 0.21



(3)
The following is a quantum chemistry calculation of one molecule with the formula C4H7NO at a distorted geometry, from the Open Molecules 2025 dataset.

Summary:
* calculated total energy: -286.51268 hartree
* HOMO-LUMO gap: 8.65 eV
* SMILES: C=C(N)C(=C)O
* total charge: 0
* HOMO energy: -7.80 eV
* relative energy (zero: lowest compared OMol25 entry of this formula, charge and spin): 312.3 kJ/mol

Last column: natural (NBO) charge in e.
Positions of all 13 atoms, in Å:
1 C -0.310 -0.315 0.540  0.04
2 H 2.413 -0.202 -0.485  0.21
3 C -1.553 0.252 0.732  -0.34
4 H 0.826 -2.005 0.410  0.38
5 C 0.399 0.376 -0.487  0.28
6 O -0.684 1.278 -1.027  -0.72
7 C 1.629 0.335 -0.993  -0.50
8 H -1.713 1.296 0.950  0.21
9 H 1.891 0.863 -1.897  0.22
10 H -2.376 -0.368 1.062  0.18
11 H -0.194 -1.943 1.743  0.38
12 H -0.276 2.106 -1.330  0.47
13 N -0.054 -1.672 0.780  -0.80

Cartesian forces (eV/Å) of the 3 atoms listed first:
C -2.54 -0.40 -0.37
H 0.02 -0.18 0.07
C 0.52 -1.53 2.55



(4)
The following is a quantum chemistry calculation of one molecule with the formula C4H7NO at a distorted geometry, from the Open Molecules 2025 dataset.

Summary:
* calculated total energy: -286.49358 hartree
* HOMO-LUMO gap: 10.39 eV
* SMILES: C[C@H]1CNC1=O
* total charge: 0
* HOMO energy: -9.58 eV
* relative energy (zero: lowest compared OMol25 entry of this formula, charge and spin): 362.5 kJ/mol

Last column: natural (NBO) charge in e.
Positions of all 13 atoms, in Å:
1 H 0.142 -2.534 0.162  0.40
2 H 2.351 -0.849 -0.525  0.20
3 O -1.694 -0.692 -0.606  -0.60
4 H -1.367 1.229 1.387  0.21
5 N 0.421 -1.693 -0.328  -0.64
6 H 1.802 -0.944 1.162  0.20
7 C 0.395 0.467 -0.227  -0.34
8 H -2.074 1.416 -0.208  0.25
9 C -1.099 1.477 0.358  -0.53
10 C -0.491 -0.682 -0.532  0.65
11 H 0.862 1.100 -0.987  0.22
12 C 1.462 -0.760 0.141  -0.20
13 H -0.712 2.465 0.204  0.19

Cartesian forces (eV/Å) of the 3 atoms listed first:
H 0.17 0.05 -0.15
H -0.60 0.75 0.37
O -0.02 -1.47 -0.74



(5)
The following is a quantum chemistry calculation of one molecule with the formula C4H7NO at a distorted geometry, from the Open Molecules 2025 dataset.

Summary:
* calculated total energy: -286.52040 hartree
* HOMO-LUMO gap: 10.97 eV
* SMILES: C[C@H]1CN=CO1
* total charge: 0
* HOMO energy: -9.93 eV
* relative energy (zero: lowest compared OMol25 entry of this formula, charge and spin): 292.1 kJ/mol

Last column: natural (NBO) charge in e.
Positions of all 13 atoms, in Å:
1 N 0.647 -0.385 1.664  -0.41
2 C -0.681 -0.076 1.056  -0.26
3 C -0.363 0.514 -0.327  0.06
4 H -1.167 1.193 -0.614  0.19
5 C 1.447 0.342 1.068  0.32
6 O 0.797 1.251 -0.099  -0.60
7 H 0.125 -0.090 -2.349  0.22
8 H -1.302 -0.973 1.014  0.21
9 C -0.149 -0.555 -1.397  -0.64
10 H 2.251 0.749 0.520  0.28
11 H -1.160 0.667 1.704  0.21
12 H -1.065 -1.137 -1.541  0.21
13 H 0.658 -1.244 -1.115  0.21

Cartesian forces (eV/Å) of the 3 atoms listed first:
N 0.65 0.39 -0.37
C -0.35 -0.06 0.01
C -0.95 -0.35 0.08



(6)
The following is a quantum chemistry calculation of a 2-piece molecular cluster, C4H7NO overall at a distorted geometry, from the Open Molecules 2025 dataset.

Summary:
* calculated total energy: -286.44155 hartree
* HOMO-LUMO gap (alpha / beta): 8.66 / 8.66 eV
* total charge: 0
* HOMO energy (alpha / beta): -8.13 / -8.13 eV
* relative energy (zero: lowest compared OMol25 entry of this formula, charge and spin): 499.1 kJ/mol

Last column: natural (NBO) charge in e.
Positions of all 13 atoms, in Å:
1 H 0.449 -1.766 0.581  0.22
2 H 2.073 0.077 0.654  0.18
3 C 1.223 0.745 0.686  -0.62
4 H 1.293 1.616 0.054  0.19
5 N -0.966 -0.186 0.827  -0.42
6 H -1.088 -1.948 -0.256  0.19
7 C -0.314 -1.224 0.028  -0.32
8 H 0.944 1.006 1.724  0.20
9 C 0.159 -0.368 -1.083  0.10
10 O -0.829 0.591 -1.242  -0.45
11 H -2.010 1.543 0.130  0.19
12 H 0.460 -0.752 -2.072  0.20
13 C -1.395 0.667 -0.031  0.33

Cartesian forces (eV/Å) of the 3 atoms listed first:
H 0.02 0.14 -0.09
H 0.31 0.24 -0.05
C 0.47 -0.13 -1.00